[1]
117
Properties=species:S:1:pos:R:3:forces:R:3 method="wB97M-V/def2-TZVPD" total_energy_ha=-2966.0652 spin_multiplicity=3 e_homo_ev="-3.11 / -3.63" e_lumo_ha="0.0806 / 0.0837" charge=-1
Pd -0.5039 1.2276 0.6993 0.05 1.30 1.24
C -0.9569 -4.4290 2.1738 0.10 0.25 0.07
C -1.6107 -3.0486 2.0187 -0.07 -0.14 0.21
C -2.4625 -2.6760 3.2266 0.10 0.03 -0.24
C -2.3015 -3.0408 0.6775 0.30 0.17 0.23
C -3.4892 -3.5973 0.3966 -0.29 -0.10 0.12
C -4.0182 -3.9180 -0.9952 0.20 -0.39 -0.04
C -3.9470 -2.6159 -2.8518 -0.09 -0.06 -0.35
C -3.0724 -1.3632 -2.5432 0.02 0.61 -0.26
C -2.5039 -0.4172 -3.5719 0.14 0.07 -0.04
C -1.3477 -1.1232 -4.2859 -0.31 0.13 -0.05
C -1.9972 0.8967 -2.9729 0.01 -0.16 -0.13
C -1.3812 -2.5109 -0.4303 -0.04 -0.22 -0.65
N -0.4748 -1.4521 -0.1121 0.59 -0.06 0.01
C 0.6913 -1.5613 -0.6884 -0.50 0.31 0.64
C 1.7284 -0.6244 -0.3613 -0.29 0.26 -0.26
N 1.4605 0.5575 0.1911 -0.74 -0.18 -0.02
C 2.5735 1.1999 0.7365 0.77 0.08 0.34
C 3.1836 2.2808 0.0780 -0.02 -0.06 0.06
C 4.2391 2.9170 0.7175 0.00 0.02 0.05
C 4.6915 2.4984 1.9568 0.14 -0.03 0.06
C 4.1446 1.3749 2.5487 0.05 -0.04 0.00
C 3.1063 0.6892 1.9421 -0.21 0.09 -0.45
C 2.5818 -0.6005 2.5505 -0.03 -0.16 0.13
C 1.7413 -0.3842 3.8141 -0.08 -0.03 -0.27
C 3.7405 -1.5605 2.8284 -0.12 0.05 -0.11
C 2.8099 2.7122 -1.3293 -0.20 -0.08 -0.20
C 3.0782 1.6091 -2.3590 0.14 0.19 0.06
C 1.3635 3.1718 -1.4947 0.00 -0.08 0.05
C 2.9987 -1.2166 -0.7005 0.59 -0.15 -0.09
C 4.3383 -0.8869 -0.5450 -0.59 0.18 0.11
C 5.3202 -1.7729 -1.0005 0.35 -0.51 -0.31
C 5.0325 -2.9586 -1.6369 0.18 0.14 0.06
C 3.6803 -3.3140 -1.8534 -0.29 0.23 0.17
C 3.2088 -4.4604 -2.5277 -0.17 -0.18 -0.20
C 1.8634 -4.6309 -2.7355 0.41 -0.30 -0.14
C 0.9052 -3.7310 -2.2327 -0.21 0.46 0.25
C 1.3158 -2.6549 -1.4736 0.26 -0.57 -0.41
C 2.7091 -2.4445 -1.3585 0.19 -0.16 -0.05
H -0.2944 -4.4464 3.0355 0.11 -0.04 0.19
H -0.3626 -4.6657 1.2927 0.08 -0.07 -0.07
H -1.7111 -5.2064 2.2927 -0.10 -0.03 0.01
H -0.8148 -2.2938 1.9542 -0.10 -0.17 0.01
H -3.2933 -3.3602 3.3868 -0.11 -0.11 -0.02
H -2.8538 -1.6705 3.0909 -0.13 0.11 0.06
H -1.8400 -2.6801 4.1216 -0.01 -0.01 0.09
H -4.0929 -3.9658 1.2196 0.03 -0.03 0.15
H -4.3157 -4.9709 -1.0081 0.04 -0.01 -0.04
H -4.1880 -2.8085 -3.8939 0.05 0.01 -0.06
H -3.2950 -0.2010 -4.3044 0.06 0.00 0.08
H -0.5677 -1.3530 -3.5638 0.15 -0.06 0.08
H -0.9284 -0.4784 -5.0543 0.09 0.04 -0.14
H -1.6789 -2.0483 -4.7534 0.02 -0.19 -0.06
H -1.3509 0.7011 -2.1109 -0.06 0.14 -0.24
H -2.8279 1.5199 -2.6491 0.00 0.08 0.19
H -1.4298 1.4462 -3.7222 0.05 0.08 -0.12
H 4.7234 3.7572 0.2377 -0.02 0.09 -0.08
H 5.4951 3.0272 2.4509 0.06 0.06 0.01
H 4.5283 1.0317 3.4996 0.07 -0.05 0.09
H 1.9260 -1.0911 1.8287 0.10 0.09 0.09
H 2.2210 0.3144 4.4975 0.03 0.10 0.12
H 1.6069 -1.3294 4.3391 -0.05 -0.10 0.03
H 0.7538 -0.0070 3.5374 0.02 0.05 0.17
H 4.3820 -1.1833 3.6210 0.13 0.01 0.14
H 4.3379 -1.6983 1.9297 0.10 -0.05 0.01
H 3.3544 -2.5316 3.1335 -0.03 -0.11 0.07
H 3.4535 3.5658 -1.5773 0.02 -0.08 0.08
H 2.3345 0.8246 -2.2631 -0.04 -0.13 -0.05
H 4.0647 1.1695 -2.2385 0.11 -0.06 -0.04
H 3.0015 2.0189 -3.3649 0.00 0.08 -0.12
H 0.6640 2.3888 -1.1656 0.21 0.36 -0.18
H 1.1716 3.3845 -2.5452 -0.02 0.06 -0.16
H 1.1836 4.0717 -0.9155 -0.11 0.06 -0.03
H 4.6512 0.0300 -0.0739 0.01 0.09 0.05
H 6.3570 -1.5017 -0.8482 0.07 0.01 0.00
H 5.8235 -3.6114 -1.9821 0.06 -0.02 0.00
H 3.9186 -5.1847 -2.9042 0.04 -0.07 -0.07
H 1.5129 -5.4920 -3.2948 0.05 0.04 0.01
H -0.1279 -3.9065 -2.4920 -0.09 0.03 0.09
N -4.8896 0.0087 0.2007 -0.05 -0.04 0.09
C -4.7778 -1.0869 -0.6146 -0.60 -0.33 -0.23
C -5.6891 -1.9563 -1.0444 -0.06 0.11 0.07
C -5.0705 -3.0447 -1.8138 -0.21 0.16 0.36
C -3.0040 -3.4785 -2.0234 -0.12 -0.09 0.19
C -2.3919 -2.2055 -1.4903 0.07 -0.61 0.30
C -3.3704 -1.0820 -1.0825 -0.28 -0.24 -0.51
N -2.7352 0.0088 -0.4097 0.07 0.31 0.47
C -3.6417 0.5811 0.2962 -0.02 -0.25 -0.57
C -3.4902 1.8497 0.9485 -0.92 0.84 0.15
C -4.5394 2.7226 0.9552 0.23 -0.41 -0.08
S -4.0397 4.2886 1.5214 0.00 0.01 0.27
C -2.3069 3.6671 1.5704 0.29 1.28 -0.48
N -2.3006 2.2619 1.4150 0.84 -1.45 -0.07
H -5.6833 0.2495 0.7658 0.09 0.01 0.03
H -6.7359 -1.9365 -0.7936 -0.16 0.08 0.08
H -5.8089 -3.6934 -2.2895 0.16 0.02 -0.02
H -2.3065 -4.1819 -2.4725 0.20 0.08 -0.07
H -0.8038 -3.3901 -0.7519 -0.18 0.12 0.07
H -5.5257 2.5737 0.5719 -0.23 -0.17 -0.18
H -1.9000 4.0002 2.5274 0.09 -0.01 -0.12
C -0.9677 6.7481 0.3623 -0.15 0.21 -0.24
C -1.7170 5.6722 -0.0100 -0.08 0.16 -0.06
C -1.3705 4.3033 0.4036 -0.20 -0.47 0.39
C -0.0542 4.1638 1.0979 0.08 0.09 0.21
C 0.3187 2.8963 1.5547 -0.19 -0.51 -0.33
C 1.2049 2.8274 2.6137 -0.22 -0.03 0.10
C 1.8507 3.9644 3.1006 0.07 -0.12 0.10
C 1.6134 5.1905 2.5384 -0.19 0.08 -0.03
C 0.5933 5.3290 1.5796 0.33 -0.85 0.07
C 0.1778 6.6054 1.1399 -0.06 0.45 -0.04
H -1.2693 7.7407 0.0502 -0.02 0.04 -0.03
H -2.6197 5.8063 -0.5889 -0.02 0.03 -0.03
H -1.4985 3.5936 -0.4313 0.09 0.16 0.19
H 1.4059 1.8885 3.0953 -0.02 0.00 -0.04
H 2.5385 3.8606 3.9290 0.12 0.01 0.00
H 2.1361 6.0722 2.8833 0.03 0.11 0.06
H 0.7375 7.4747 1.4560 0.03 0.07 0.04

---

[2]
122
Properties=species:S:1:pos:R:3:forces:R:3 method="wB97M-V/def2-TZVPD" total_energy_ha=-5577.5463 spin_multiplicity=1 e_homo_ev=-2.26 e_lumo_ha=0.1337 charge=-2
K 0.5750 -0.4081 1.3431 -0.94 -0.27 0.56
C 5.5203 1.5197 2.1791 0.01 -0.08 0.01
C 5.5271 0.3938 1.1946 -0.30 0.08 0.18
C 6.6436 0.1400 0.4189 0.19 -0.04 -0.12
C 6.6779 -0.9230 -0.4665 0.11 -0.09 -0.04
C 5.5565 -1.7262 -0.5833 0.21 -0.13 -0.05
C 4.4146 -1.4871 0.1598 -0.13 0.09 0.07
C 3.2107 -2.3650 0.0201 0.02 0.16 0.05
C 4.3808 -0.4219 1.0823 0.79 -0.18 -0.30
N 3.2304 -0.1835 1.7989 -0.60 0.48 -0.26
C 3.2216 -0.3032 3.1104 0.30 -0.13 -0.10
O 4.1444 -0.6962 3.8499 0.04 -0.06 0.23
C 1.8795 -0.0258 3.7560 0.38 -0.26 1.04
C 1.4993 -0.8892 4.7812 0.13 0.04 -0.02
C 0.2742 -0.7047 5.3911 0.02 0.02 -0.05
C -0.4928 0.3723 4.9995 0.00 -0.03 0.11
C -0.0242 1.2110 3.9893 -0.38 -0.02 0.69
N 1.1306 1.0036 3.3650 0.07 0.45 0.24
C -0.9530 2.3594 3.6637 -0.07 0.43 -0.29
O -1.4271 3.0077 4.6172 -0.08 -0.06 0.37
N -1.2122 2.5075 2.3867 0.76 -0.66 -0.49
C -2.2933 3.1944 1.9180 -0.53 0.47 -0.08
C -2.1194 4.2907 1.0451 0.13 -0.19 0.06
C -0.7365 4.7965 0.7666 -0.11 -0.13 0.09
C -3.2179 4.9036 0.4740 -0.18 0.16 -0.07
C -4.5049 4.4621 0.7328 -0.18 0.06 -0.12
C -4.6852 3.3834 1.5842 -0.16 0.21 -0.02
C -3.6134 2.7563 2.1891 0.20 -0.07 0.16
C -3.8395 1.6174 3.1370 0.09 0.01 -0.12
H 6.4067 2.1424 2.0650 0.05 0.09 -0.02
H 5.4953 1.1008 3.1844 -0.01 0.07 0.14
H 4.6246 2.1260 2.0538 -0.06 0.14 0.04
H 7.5165 0.7753 0.5247 0.01 0.07 0.03
H 7.5732 -1.1395 -1.0383 0.01 0.03 -0.05
H 5.5819 -2.5820 -1.2496 -0.06 -0.05 -0.07
H 3.4130 -3.2311 -0.6118 -0.01 -0.03 -0.03
H 2.3759 -1.7969 -0.4048 -0.05 -0.10 -0.01
H 2.8875 -2.7089 0.9996 -0.08 -0.07 -0.10
H 2.1767 -1.6769 5.0818 0.00 0.01 -0.12
H -0.0757 -1.3816 6.1619 0.02 -0.02 0.00
H -1.4430 0.5940 5.4656 0.01 0.05 -0.04
H -0.2912 5.1955 1.6758 0.15 0.03 0.11
H -0.7581 5.5864 0.0165 0.02 0.09 -0.08
H -0.0929 3.9874 0.4311 0.15 -0.07 -0.03
H -3.0684 5.7685 -0.1642 0.05 0.00 -0.09
H -5.3592 4.9577 0.2864 -0.01 0.00 -0.03
H -5.6902 3.0390 1.8031 -0.03 -0.08 0.01
H -4.9063 1.4348 3.2632 -0.05 -0.09 -0.02
H -3.3964 1.8634 4.0999 -0.01 -0.03 0.17
H -3.3588 0.7016 2.7806 0.01 -0.01 -0.01
C -3.1798 1.0873 -1.8944 0.15 -0.04 0.14
C -2.7598 0.5565 -0.5253 0.10 0.00 -0.15
C -3.7825 -0.3347 0.1194 0.15 -0.05 -0.04
C -5.1305 -0.0514 0.0129 -0.09 0.01 -0.05
C -6.0908 -0.8701 0.5848 -0.12 -0.01 0.02
C -5.6828 -1.9704 1.3138 -0.22 0.08 -0.10
C -4.3392 -2.2827 1.4574 0.20 0.07 0.12
C -3.9699 -3.4115 2.3853 -0.02 -0.16 -0.09
C -4.2385 -4.7933 1.7897 0.07 0.06 0.14
C -3.3653 -1.4773 0.8314 -0.95 0.00 -0.19
N -2.0327 -1.7401 1.0047 1.04 -0.12 0.31
C -1.5275 -2.8860 0.6945 -0.91 0.30 -0.40
C -0.3093 -3.4089 1.1464 0.76 -0.58 0.07
C 0.2084 -4.6794 0.7955 -0.41 0.06 -0.24
C 1.2761 -4.9049 1.6359 0.25 -0.31 0.06
C 1.3613 -3.7605 2.4498 0.03 -0.21 0.24
N 0.4329 -2.8650 2.1618 -0.34 0.01 0.31
H -2.3188 1.5202 -2.4010 -0.01 0.12 -0.04
H -3.9388 1.8594 -1.8047 -0.13 0.10 -0.06
H -3.5655 0.2769 -2.5129 -0.08 -0.05 -0.12
H -2.5452 1.3983 0.1386 0.14 -0.05 0.01
H -1.8345 -0.0083 -0.6377 0.04 0.12 0.11
H -5.4397 0.8376 -0.5154 -0.03 0.10 -0.11
H -7.1432 -0.6360 0.4704 0.00 0.00 0.07
H -6.4223 -2.5942 1.8042 -0.02 -0.05 0.05
H -4.5750 -3.3077 3.2916 0.11 0.02 0.05
H -2.9172 -3.3436 2.6646 -0.12 0.05 0.12
H -5.2732 -4.8763 1.4540 -0.03 -0.04 -0.03
H -4.0454 -5.5673 2.5332 -0.02 -0.11 0.00
H -3.5830 -4.9715 0.9400 0.01 -0.07 -0.11
H -2.1017 -3.5643 0.0323 0.04 0.09 0.12
H -0.1898 -5.3332 0.0347 -0.04 -0.09 -0.08
H 1.9137 -5.7740 1.6704 0.07 -0.05 0.00
H 2.0590 -3.5926 3.2535 0.22 0.12 0.09
O 2.1049 2.7269 1.0680 0.06 0.39 -0.28
H 2.3991 1.8194 1.2240 0.15 -0.28 0.07
H 1.4428 2.8496 1.7586 -0.15 -0.15 0.06
O 0.8662 0.2733 -0.7836 -0.10 0.30 0.47
As 1.0528 0.2551 -2.3638 0.50 0.14 -2.93
C 0.2048 1.7866 -3.2213 0.13 -0.11 0.20
C -0.3516 1.7602 -4.4923 0.07 -0.27 -0.03
C -0.9120 2.9108 -5.0214 -0.03 -0.05 -0.11
C -0.9098 4.0837 -4.2851 -0.03 0.10 -0.04
C -0.3467 4.1173 -3.0195 -0.06 0.07 -0.06
C 0.2051 2.9653 -2.4868 0.11 -0.18 0.33
C 2.8824 0.3681 -3.0666 -0.32 -0.01 0.04
C 3.3457 1.5720 -3.5826 -0.28 0.26 0.09
C 4.6081 1.6532 -4.1475 0.03 0.11 -0.03
C 5.4166 0.5304 -4.2009 -0.04 -0.01 -0.02
C 4.9594 -0.6710 -3.6873 0.03 -0.06 -0.06
C 3.6981 -0.7527 -3.1215 -0.20 -0.20 0.09
C 0.2995 -1.3165 -3.2302 0.10 0.24 0.03
C -0.6448 -2.0713 -2.5504 0.06 0.22 0.38
C -1.2389 -3.1577 -3.1680 0.00 -0.02 -0.08
C -0.8833 -3.4903 -4.4645 -0.03 -0.09 0.03
C 0.0717 -2.7499 -5.1433 0.03 0.00 -0.16
C 0.6574 -1.6564 -4.5300 0.17 0.24 0.03
H -0.3635 0.8384 -5.0618 -0.02 0.00 -0.02
H -1.3559 2.8949 -6.0090 -0.02 -0.04 0.00
H -1.3593 4.9729 -4.7044 -0.02 0.09 0.00
H -0.3474 5.0355 -2.4507 -0.01 0.01 0.11
H 0.6255 2.9488 -1.4869 0.02 0.12 0.10
H 2.7059 2.4483 -3.5331 0.15 -0.03 -0.08
H 4.9701 2.5884 -4.5561 -0.07 0.06 0.07
H 6.4031 0.6030 -4.6387 0.05 -0.06 -0.01
H 5.5865 -1.5486 -3.7257 0.06 -0.08 0.06
H 3.3393 -1.6922 -2.7177 0.08 -0.04 0.01
H -0.9024 -1.8026 -1.5318 -0.03 -0.07 0.00
H -1.9701 -3.7493 -2.6367 -0.06 0.00 0.07
H -1.3488 -4.3368 -4.9473 -0.03 -0.11 -0.05
H 0.3618 -3.0315 -6.1479 -0.01 0.04 -0.02
H 1.3968 -1.0534 -5.0485 0.02 -0.14 -0.05